Record 1
# C40H79N9O4S2

A cluster of 4 separate species, C40H79N9O4S2 in total (wB97M-V/def2-TZVPD, the Open Molecules 2025 dataset).

Geometry as XYZ:
```
134
Properties=species:S:1:pos:R:3
N 3.60611 1.48541 -2.10720
H -2.00817 -2.00993 -3.13445
H 0.29009 -4.78929 -0.27226
H 0.13430 4.62307 0.51243
H 1.43962 1.22177 1.21702
H -4.59148 -4.50106 -1.97944
C -2.94217 -2.40984 -2.73453
N 4.66656 -2.56312 0.41124
H 3.94722 0.97967 -2.90694
H 7.72563 -1.62689 -1.78855
C 0.02676 2.58801 0.26647
H -2.97065 4.05988 3.51822
C 5.49380 -1.40738 0.87432
H -2.07417 -5.65576 -2.13449
N -6.05911 1.68795 3.57188
H 6.84162 -3.97851 -1.80311
H 5.51349 -4.88643 1.51895
H -3.48993 -1.59412 -2.26735
H -4.06886 -0.17838 1.53685
C 0.64774 0.11564 -2.81776
H -7.35413 4.05975 5.63339
H 5.75444 -0.42870 -1.02726
H -4.86660 4.49765 5.11196
H 5.79875 -2.36749 2.80966
H -1.42172 5.18217 -4.79219
C 2.51110 1.18052 -1.40121
H 7.05307 -0.14093 0.12178
H -3.11372 2.79582 4.71821
C 1.47140 2.16598 0.68187
H 3.22815 5.06083 -4.36873
C -7.37692 3.35486 4.80302
H -2.83254 1.75485 2.49557
O 1.53859 6.09026 -4.72664
C 4.23751 2.58511 -1.58333
C -0.57523 2.68178 -4.54062
C -3.78633 2.22587 2.73798
H 5.14694 2.99547 -1.97510
H -0.97062 -4.44707 -2.80063
C 4.29466 -4.61259 -0.90007
H -4.57003 1.93755 6.13991
H -4.11461 2.75292 1.83458
H 1.86483 2.90925 1.36286
H -0.21723 7.12528 -4.58725
H -1.02520 2.69887 -1.45549
H -5.92241 2.80676 6.80279
C -3.81208 -5.04594 -0.03692
H 1.08342 -0.16476 -0.71009
C -2.67922 -3.55640 -1.77123
H -5.35783 0.87382 0.97165
H 3.86856 -0.65311 2.10304
C 6.36035 -1.76470 2.09609
H -3.30206 -0.35506 3.64356
C -5.01634 0.28419 1.82020
H -1.80217 1.71225 0.50361
H 7.01939 -4.06274 1.11523
O -2.08435 -1.87807 -0.31667
H -5.74465 -0.50738 1.99954
N -1.77218 -3.07335 -0.68102
S -2.09487 2.51527 -3.99294
H 2.27821 -0.83955 -1.79407
H -0.39814 -5.68525 1.08092
H -4.88483 -0.61984 4.37518
O 3.63223 -2.15632 -0.24167
H 4.79151 -5.48250 -1.32707
C 3.49694 2.94728 -0.49994
H 5.63512 -2.77753 -2.21706
N -0.04975 2.72645 -1.18122
H 3.95182 0.06224 0.48783
H -4.57020 -3.19286 -0.81169
C 1.55108 3.73012 -4.24258
H -2.52805 -4.76635 -3.55705
H -0.99125 4.87225 -3.11512
H -5.37525 4.40686 3.43583
C 1.62061 0.01637 -1.63631
H 3.59066 -4.95880 -0.14308
H -1.45731 -2.36338 1.99324
S 0.18091 1.24728 -5.35749
C -2.90765 -4.45853 1.04395
H 0.29987 3.63290 -1.47466
O -6.81020 2.05908 2.59575
H -3.40220 -5.98886 -0.40786
C 6.38225 -0.91054 -0.26675
H 0.08980 -2.74907 1.22650
H 3.70085 3.73813 0.19472
C 1.30384 0.49590 -4.14636
H 0.46998 6.58081 -3.07273
C 6.14836 -4.55732 0.69605
C -3.99953 -4.05116 -1.18018
C 6.25658 -3.15248 -1.39657
H -2.72015 -5.20076 1.82211
C -0.58893 5.02335 -4.11583
H 6.51589 -5.44461 0.18243
H 7.27442 -2.29296 1.84166
C 5.34729 -3.69431 -0.29203
H -0.18815 0.76677 -2.59580
C -4.97814 3.81547 4.26663
C 4.54790 -0.30694 1.32276
C 2.20332 5.09543 -4.01134
C -4.77649 1.11731 3.06997
H 7.94238 -2.41587 -0.24744
H 1.63786 -0.40511 -4.65422
N -0.84629 1.58674 0.81048
H -3.53888 -2.76972 -3.57100
C -3.61701 3.24788 3.85913
C 7.18370 -2.02929 -0.93126
H 3.73172 -4.12678 -1.69398
H -0.53393 0.65624 0.56524
H 1.69702 3.08962 -3.37044
H -3.80007 0.62180 4.99897
H -8.12478 2.59206 5.02144
N 2.43996 2.07215 -0.40877
C -1.56356 -3.96041 0.51003
H -7.69032 3.89580 3.91349
N -0.39352 3.84779 0.89460
C -4.16090 0.14514 4.09272
H -1.08488 -5.86793 -0.50908
H 0.22624 -0.87986 -2.93614
H -6.16848 1.18347 6.16831
H 2.15542 1.15268 -4.01821
C -5.63364 2.11987 6.00824
H -3.43066 -3.62591 1.52578
C 0.28553 6.29249 -4.11324
H 5.11796 0.53365 1.71928
H 2.06170 3.25025 -5.07559
N 0.13349 3.84813 -4.61565
H -0.60909 -3.84409 2.42346
H 6.67050 -0.85190 2.60366
H -4.78441 -5.28668 0.39477
C -0.84538 -3.17219 1.59920
C -5.99552 2.73360 4.64238
C -2.01822 -4.67539 -2.59914
C -0.64348 -5.14372 0.16773
H -0.22298 3.82067 1.89387
H 2.23280 5.33121 -2.94016
```

Results
2S+1: 4
total energy: -86022.7361 eV
HOMO level (spin up / spin down): -9.550 / -10.450 eV
charge: +1

These are the Mulliken partial charges, in e, on atoms 1 to 6: N 0.46; H 0.32; H 0.28; H 0.25; H 0.41; H 0.37


Record 2
# C3H5BrN3

A cluster of 2 separate species, C3H5BrN3 in total (wB97M-V/def2-TZVPD, the Open Molecules 2025 dataset).

Geometry as XYZ:
```
12
Properties=species:S:1:pos:R:3
H -1.49342 1.36587 0.03692
H -0.24810 -2.77567 0.04283
H -1.67989 -2.28273 1.00181
Br 2.65733 -0.93611 -0.62376
N -0.51330 1.30452 0.13080
H -1.57556 -1.90033 -0.83876
H 0.39306 3.28148 0.11019
C -1.15849 -2.24885 0.16582
C 0.54211 2.21845 -0.00945
N 1.67881 1.59004 -0.10588
N 1.35200 0.27810 -0.04808
C 0.04547 0.10522 0.13754
```

Results
total energy: -77692.6227 eV
HOMO level (spin up / spin down): -14.536 / -14.537 eV
charge: +1

These are the Mulliken partial charges, in e, on atoms 1 to 6: H 0.24; H 0.30; H 0.34; Br 0.16; N -0.03; H 0.34


Record 3
# CHClF3N

A cluster of 2 separate species, CHClF3N in total (wB97M-V/def2-TZVPD, the Open Molecules 2025 dataset).

Geometry as XYZ:
```
7
Properties=species:S:1:pos:R:3
F 1.57169 -0.58325 -2.72547
C -0.58278 -0.11993 -2.96394
Cl 0.13374 -0.92548 0.37389
H 0.28637 0.32752 0.16038
N 0.57238 0.34583 -2.66657
F -1.60714 0.60410 -2.64253
F -0.81566 -1.28857 -3.46477
```

Results
total energy: -23215.5737 eV
SMILES: FN=C(F)F.Cl
HOMO level: -11.327 eV

These are the Mulliken partial charges, in e, on atoms 1 to 6: F -0.12; C 0.71; Cl -0.26; H 0.25; N -0.29; F -0.14